1.
C3H5FS as an isolated structure. Source: the OMol25 dataset; level of theory: wB97M-V/def2-TZVPD.

total energy = -16741.26525 eV
highest occupied orbital energy = -7.920 eV
multiplicity = 1
HOMO-LUMO gap = 8.77 eV

Last column: Löwdin charge in e.
Element x y z (Å)
C -1.820 -0.228 0.086  -0.445
C 0.716 0.440 -0.530  -0.451
C 2.078 0.214 -0.048  -0.174
H -1.490 0.303 1.034  0.017
H -2.116 0.393 -0.836  0.049
H -2.574 -1.158 0.752  0.155
H 0.090 1.320 -0.234  0.066
H 2.983 0.804 0.202  0.108
F 2.367 -1.122 -0.013  -0.094
S -0.233 -0.967 -0.411  0.770

Atoms 1-6, force components in eV/Å:
-0.455 -1.364 2.398
4.112 0.850 3.977
-3.680 0.054 -1.919
-0.889 0.297 -1.441
-0.656 -0.983 2.074
2.080 2.851 -3.110

=====

2.
C39H33Cl4GdN3O5S as an isolated structure. Source: the OMol25 dataset; level of theory: wB97M-V/def2-TZVPD.

total charge = -1
total energy = -137448.82524 eV
highest occupied orbital energy (spin up / spin down) = -4.229 / -4.279 eV
multiplicity = 8
HOMO-LUMO gap (spin up / spin down) = 5.93 / 5.98 eV

Last column: Löwdin charge in e.
Element x y z (Å)
Gd 0.832 -1.097 0.141  1.576
C 2.629 -1.987 1.881  -0.304
C 3.925 -1.560 1.525  -0.171
C 4.137 -0.297 2.057  -0.195
C 2.993 0.089 2.762  -0.221
C 2.054 -0.944 2.677  -0.261
H 2.323 -3.030 1.916  0.076
H 4.644 -2.130 0.956  0.085
H 5.046 0.277 1.957  0.079
H 2.872 1.008 3.316  0.083
H 1.178 -1.045 3.311  0.080
Cl -4.104 1.241 -4.325  0.624
C -3.241 0.297 -3.168  -0.737
C -3.773 -0.894 -2.715  -0.739
Cl -5.321 -1.432 -3.259  0.619
C -3.046 -1.661 -1.805  -0.617
Cl -3.714 -3.142 -1.197  0.652
C -1.789 -1.281 -1.340  -0.406
O -1.042 -2.037 -0.595  -0.258
C -1.306 0.038 -1.698  -0.409
O -0.239 0.483 -1.110  -0.240
C -2.027 0.753 -2.652  -0.596
Cl -1.388 2.263 -3.197  0.770
O -3.997 -5.218 4.328  -0.057
C -3.497 -5.665 3.082  -0.211
C -2.405 -4.734 2.631  -0.181
C -1.253 -5.175 1.986  0.007
C -0.315 -4.230 1.599  -0.105
N -0.430 -2.928 1.818  0.074
C -1.543 -2.492 2.435  -0.183
C -2.546 -3.375 2.843  0.051
C -1.721 -1.043 2.570  -0.170
C -2.722 -0.495 3.382  0.053
C -2.979 0.863 3.339  -0.183
C -4.102 1.458 4.148  -0.223
O -5.368 1.000 3.724  -0.049
C -2.208 1.646 2.480  0.014
C -1.174 1.045 1.784  -0.097
N -0.915 -0.255 1.827  0.052
H -4.673 -5.832 4.630  0.088
H -4.295 -5.657 2.323  0.133
H -3.108 -6.690 3.167  0.122
H -1.096 -6.223 1.780  0.112
H 0.589 -4.549 1.090  0.118
H -3.451 -3.023 3.309  0.114
H -3.310 -1.119 4.035  0.121
H -4.061 2.555 4.102  0.117
H -4.024 1.154 5.196  0.127
H -5.480 1.227 2.794  0.098
H -2.407 2.698 2.359  0.112
H -0.528 1.635 1.141  0.076
C 2.056 -2.532 -1.589  -0.171
C 2.480 -1.429 -2.390  -0.355
C 1.659 -0.850 -3.402  -0.038
C 2.083 0.216 -4.146  -0.032
C 3.369 0.757 -3.955  -0.291
C 4.211 0.185 -2.982  -0.051
C 3.781 -0.873 -2.233  -0.057
C 3.788 1.867 -4.692  -0.247
N 4.127 2.795 -5.288  0.130
H 2.872 -3.108 -1.141  0.050
H 1.264 -3.153 -2.023  0.053
H 0.668 -1.258 -3.569  0.119
H 1.441 0.665 -4.894  0.118
H 5.206 0.593 -2.843  0.115
H 4.429 -1.297 -1.478  0.103
C -0.228 5.730 -3.591  -0.054
C 0.359 4.820 -2.558  -0.327
C 1.336 3.894 -2.907  -0.060
C 1.861 3.031 -1.964  -0.066
C 1.425 3.095 -0.656  -0.376
C 0.450 4.007 -0.289  -0.088
C -0.080 4.862 -1.238  -0.059
S 2.112 1.959 0.580  0.966
C 3.782 2.719 0.498  -0.172
O 2.267 0.663 -0.116  -0.613
H 0.367 5.700 -4.499  0.077
H -0.277 6.757 -3.229  0.077
H -1.241 5.407 -3.828  0.076
H 1.686 3.836 -3.927  0.106
H 2.592 2.289 -2.241  0.090
H 0.112 4.051 0.738  0.101
H -0.855 5.563 -0.952  0.113
H 4.120 2.720 -0.532  0.058
H 4.421 2.096 1.112  0.023
H 3.733 3.731 0.887  0.060

Atoms 1-6, force components in eV/Å:
0.515 -1.114 -0.148
0.501 -0.114 1.121
-0.142 -0.402 -0.235
0.374 0.260 0.137
0.015 0.161 0.261
-0.011 -0.625 0.350

=====

3.
An isolated ion of composition C4H6FN4 and charge -1. Source: the OMol25 dataset; level of theory: wB97M-V/def2-TZVPD.

total charge = -1
total energy = -12922.75611 eV
highest occupied orbital energy = -2.492 eV
multiplicity = 1
HOMO-LUMO gap = 6.69 eV

Last column: Löwdin charge in e.
Element x y z (Å)
C -0.278 -0.581 -0.107  -0.534
H -0.345 1.454 0.398  0.145
F 0.716 -1.639 -0.173  -0.067
C 0.464 0.699 0.335  -0.363
N -1.259 -0.959 0.842  0.085
H -0.859 -1.360 1.685  0.076
H -1.920 -1.603 0.415  0.056
C -0.880 -0.422 -1.529  -0.437
N -0.578 0.395 -2.405  -0.053
N 1.524 1.057 -0.585  0.028
H 1.869 1.990 -0.375  0.061
H 1.040 1.082 -1.504  0.024
C 0.980 0.542 1.708  -0.198
N 1.361 0.430 2.794  0.120
H -1.835 -1.084 -1.498  0.057

Atoms 1-6, force components in eV/Å:
0.963 -0.377 0.024
0.200 -0.203 0.011
-0.210 0.357 0.073
-0.459 0.084 0.073
-0.112 0.151 -0.075
-0.005 0.065 -0.204

=====

The following energy relative to the best compared isomer or geometry (same formula, charge and spin) values (in kcal/mol) correspond, in order, to the records above: 67.1 0.0 0.0.